64
Properties=species:S:1:pos:R:3:forces:R:3 method="wB97M-V/def2-TZVPD" de_lowest_kcal_mol=0.0 total_charge=+1 energy_ha=-1701.0085 homo_ev=-10.19
C -1.056 -2.716 -1.135 -0.9193 0.1627 -0.0308
C -1.138 -2.547 -2.653 -0.2179 -0.7962 1.3901
O -0.222 -2.159 -3.256 1.6218 0.8144 -1.5421
O -2.317 -2.901 -3.345 -0.6830 0.1790 1.0941
C -3.205 -1.776 -3.391 0.3532 0.0650 -0.5070
C -4.673 -2.215 -3.512 1.1914 0.7961 -0.7310
N -5.356 -2.575 -2.221 -0.5284 0.0458 -1.0013
C -4.635 -3.609 -1.396 -0.4964 -0.4374 1.0426
C -5.724 -1.353 -1.389 -0.4668 -0.9347 0.8865
C -4.640 -0.926 -0.372 -0.0894 -1.3356 -0.5155
O -4.304 0.195 -0.365 0.5903 2.5952 0.0382
P -6.953 -3.337 -2.643 -2.9720 -1.4090 0.7994
O -7.468 -4.021 -1.475 0.7235 -0.1280 1.0343
O -7.993 -2.154 -3.002 1.9115 -0.3636 -0.5893
O -6.800 -4.392 -3.825 0.4718 2.2715 -0.2769
H -1.082 -3.781 -0.852 0.1206 0.3262 -0.1987
H -1.960 -2.253 -0.697 0.4326 -0.0937 0.0947
H -0.159 -2.208 -0.721 -0.6072 -0.4124 -0.4084
H -2.962 -1.221 -4.315 -0.2411 -0.0392 0.3473
H -2.992 -1.091 -2.551 -0.3982 -0.1651 -0.1578
H -5.218 -1.378 -3.982 -0.0254 -0.2845 0.4394
H -4.695 -3.039 -4.244 -0.0461 -0.0530 0.6639
H -5.154 -3.644 -0.426 0.0487 -0.0755 -0.4413
H -3.596 -3.346 -1.186 -0.2414 -0.0296 -0.6731
H -4.776 -4.597 -1.851 0.4468 0.3401 -0.0643
H -6.082 -0.537 -2.027 0.6258 -0.0964 0.0930
H -6.598 -1.680 -0.790 0.4589 0.0901 -0.0317
H -4.144 -1.606 0.350 -0.6522 -0.4991 -0.2867
H -8.363 -1.920 -2.129 -0.3793 0.0019 -0.3713
H -6.869 -3.974 -4.706 0.0184 -0.4976 -0.0264
C 2.968 0.496 3.087 0.0537 0.1696 0.1538
C 2.299 0.800 1.750 0.1504 -0.4053 0.1734
C 0.872 0.238 1.636 -0.0358 0.3101 -0.2858
O 0.807 -1.160 1.387 -0.2142 0.0824 0.2122
C 0.924 -1.970 2.547 0.0997 -0.2349 -0.2291
N 3.163 0.317 0.668 -0.3244 0.1221 -0.1504
H 3.292 -0.542 3.165 -0.0403 -0.0084 -0.0672
H 3.855 1.118 3.214 -0.0148 -0.0259 -0.0574
H 2.293 0.707 3.920 0.0089 -0.0199 -0.0099
H 2.225 1.888 1.666 -0.1025 -0.0241 -0.0773
H 0.394 0.709 0.771 0.0243 -0.0804 -0.0412
H 0.264 0.502 2.510 0.0862 -0.0792 0.0920
H 0.460 -1.504 3.419 0.0614 0.0628 -0.0027
H 1.971 -2.198 2.753 -0.0297 0.0347 0.1853
H 0.416 -2.915 2.347 -0.0303 0.0448 -0.0396
H 2.763 0.601 -0.224 0.1447 0.0930 -0.0083
H 3.095 -0.698 0.650 0.1780 0.0270 0.0753
C 6.300 5.410 0.414 -0.0620 0.1992 -0.1274
C 5.297 4.298 0.705 0.3904 -0.0017 0.1792
C 4.731 4.340 2.136 -0.2353 -0.1439 -0.1108
O 5.610 3.848 3.132 -0.1286 0.2366 -0.0033
C 6.566 4.785 3.598 0.1344 -0.2638 0.0852
N 5.921 3.006 0.405 -0.2973 -0.1112 0.1541
H 7.268 5.230 0.882 -0.0425 -0.0579 0.0455
H 6.474 5.489 -0.660 0.0017 -0.0720 0.0326
H 5.927 6.376 0.762 0.0254 -0.0150 0.0182
H 4.454 4.436 0.020 -0.0620 -0.0546 0.0770
H 3.858 3.681 2.170 0.0593 -0.0587 0.0302
H 4.375 5.345 2.397 0.1150 0.0607 -0.0141
H 6.165 5.801 3.622 -0.0038 0.0050 -0.0827
H 7.470 4.750 2.985 0.0117 0.1886 -0.0056
H 6.845 4.499 4.613 -0.0758 -0.0313 -0.0156
H 5.225 2.269 0.512 0.0290 -0.0304 -0.1493
H 6.590 2.813 1.147 0.0737 0.0445 -0.1061

62
Properties=species:S:1:pos:R:3:forces:R:3 method="wB97M-V/def2-TZVPD" de_lowest_kcal_mol=154.8 total_charge=-1 energy_ha=-2147.4585 homo_ev=-4.38
C -0.465 -5.083 2.458 0.7783 1.3320 0.3023
C -0.659 -3.445 2.736 1.1591 -0.8483 -1.2866
C 0.732 -2.933 3.413 0.3753 0.2630 -0.5423
C 0.816 -1.284 3.664 0.1770 -1.5343 3.1512
N -0.291 -0.477 3.150 1.4868 -1.0469 1.2005
P -0.055 0.517 1.711 -2.7884 2.6149 0.6357
Cl 1.211 -0.873 0.732 0.7467 -1.5754 -0.3637
C 1.415 1.525 2.494 1.6698 0.4758 1.6028
N 1.221 3.049 2.331 0.6638 -0.4138 0.9639
C -1.685 -0.292 1.014 -1.6291 -1.5786 0.3232
C -2.997 0.688 1.102 -1.1942 -1.7031 0.1925
O -3.212 1.587 -0.032 -1.0871 -1.6881 -0.2744
C -4.217 1.093 -0.981 0.8142 1.0735 -2.0712
C -3.656 1.513 -2.500 0.8057 0.0948 0.3255
C -0.003 1.558 0.131 -0.8728 1.7702 -2.6702
C 1.399 1.768 -0.634 -0.0634 2.3040 -1.0584
P 1.568 0.846 -2.332 3.3743 -4.5884 -0.7436
O 2.561 -0.419 -2.213 -3.4401 4.4731 -0.3810
O 0.065 0.315 -3.015 2.1781 0.0502 0.8349
C -0.019 -1.172 -3.045 -0.3742 -1.9929 0.2925
C -1.533 -1.731 -3.416 -0.5256 0.3996 -0.0413
O 2.323 1.886 -3.552 -0.6446 -0.9859 2.9045
C 3.590 2.394 -2.975 0.7013 0.6933 -0.3186
C 4.801 2.229 -4.071 0.4143 -0.1278 0.3549
H -0.124 -5.548 3.477 -0.9415 0.4617 -1.9302
H 0.484 -5.152 1.738 -2.2785 -0.0854 1.3848
H -1.429 -5.567 1.993 2.0378 0.7816 0.9840
H -1.627 -3.202 3.347 1.9452 -0.3957 -1.1321
H -0.697 -2.972 1.640 -0.1954 -0.7374 2.6416
H 1.634 -3.196 2.685 -2.0215 0.3371 1.3581
H 0.959 -3.495 4.426 -0.5989 1.0465 -1.8843
H 0.757 -1.210 4.860 0.2428 -0.0505 -2.2836
H 1.921 -1.000 3.428 -2.1469 -0.0255 0.0153
H -0.919 -0.056 3.871 1.2128 -0.4861 -0.9785
H -0.926 1.540 2.301 0.2735 -0.1246 0.1015
H 2.445 1.160 2.078 -1.6508 0.8979 0.7585
H 1.469 1.392 3.679 -0.1855 -0.2806 -2.5213
H 1.077 3.460 3.302 0.5528 -0.6043 -2.0162
H 2.052 3.482 1.873 -0.9407 -0.4336 0.8280
H -1.519 -0.808 -0.030 -0.6818 1.2447 1.6125
H -1.951 -1.197 1.749 0.4124 2.0108 -1.6619
H -3.941 -0.044 1.127 1.8249 1.4665 0.1143
H -3.079 1.327 2.082 0.6260 -1.1893 -1.8480
H -4.351 -0.069 -1.014 0.1195 2.1748 0.5991
H -5.205 1.704 -0.838 1.5480 -1.4767 0.0073
H -4.534 1.737 -3.258 1.7729 -0.4930 1.5643
H -2.930 0.675 -2.944 -1.7415 1.8321 1.0135
H -2.964 2.476 -2.368 -1.7075 -2.0009 -0.3133
H -0.465 2.636 0.360 1.1837 -2.3410 -0.4684
H -0.753 1.107 -0.682 1.6716 0.8826 1.8588
H 1.454 2.924 -0.936 -0.0056 -2.3261 0.5109
H 2.391 1.552 -0.069 -1.9030 -0.0356 -1.0221
H 0.229 -1.571 -1.970 -0.2929 0.7383 -2.1790
H 0.741 -1.643 -3.828 -1.5416 1.2840 1.7566
H -2.342 -1.472 -2.580 1.9276 -0.4395 -1.7150
H -1.535 -2.918 -3.515 0.3464 2.5961 0.2409
H -1.938 -1.291 -4.439 0.9494 -0.8590 2.0853
H 3.415 3.537 -2.743 0.4640 -2.1871 -0.4602
H 3.876 1.849 -1.967 -0.5327 0.9655 -2.1809
H 5.684 2.921 -3.711 -1.6329 -1.4046 -0.6764
H 5.198 1.115 -4.134 -0.9809 2.3212 0.2919
H 4.532 2.558 -5.161 0.1438 -0.5259 2.2112